Arrangement P

Here is a structure of composition C13H25O7Rb2 from OMol25. Energies are from ωB97M-V/def2-TZVPD.

XYZ file:
```
47
Properties=species:S:1:pos:R:3:lowdin_charge:R:1
Rb 4.2684 -0.4454 -16.7220 0.948
Rb -1.0578 -2.3220 -11.6923 0.970
O 3.3948 -6.4700 -13.9079 0.118
C 3.2500 -5.2756 -14.3667 -0.972
O 3.1590 -5.1436 -15.5772 -0.051
O 3.2008 -4.2598 -13.5982 -0.132
H 3.4603 -6.7332 -14.8287 0.093
C 0.3869 -12.6042 -15.8043 -0.022
C 1.3444 -13.6911 -16.2717 -0.505
O 2.4477 -13.8142 -15.7781 0.062
C 0.7994 -14.7359 -17.1957 -0.035
H 0.9241 -11.8885 -15.1819 0.083
H -0.4262 -13.1486 -15.3241 0.087
H 0.0568 -12.0776 -16.6997 0.078
H 0.2446 -15.4527 -16.5903 0.093
H 1.5288 -15.2647 -17.8092 0.084
H 0.1874 -14.2921 -17.9809 0.076
C 6.9729 -4.5887 -22.9872 -0.036
C 6.2115 -4.4774 -21.7247 -0.454
O 6.2272 -3.4178 -21.0570 0.013
C 5.4987 -5.7524 -21.2728 -0.024
H 7.2053 -5.6244 -23.2348 0.082
H 7.9053 -4.0284 -22.9179 0.090
H 6.4457 -4.2384 -23.8746 0.095
H 6.0839 -6.3542 -20.5775 0.090
H 5.1706 -6.3781 -22.1028 0.078
H 4.5752 -5.5789 -20.7204 0.078
C 5.4415 -2.5376 -7.8353 -0.033
C 5.8265 -3.9558 -7.7601 -0.489
O 6.0739 -4.4839 -6.6617 0.041
C 6.1566 -4.7265 -8.9784 -0.026
H 5.9178 -1.7546 -7.2453 0.093
H 4.3809 -2.4732 -7.5920 0.086
H 5.4637 -2.2035 -8.8725 0.070
H 5.3303 -5.3645 -9.2919 0.094
H 7.0036 -5.3938 -8.8191 0.093
H 6.3555 -4.0933 -9.8430 0.077
C 9.8094 -5.3518 -17.2001 -0.028
C 9.9394 -6.5061 -16.2387 -0.493
O 10.6371 -7.4441 -16.5449 0.068
C 9.1563 -6.4146 -14.9140 -0.018
H 8.9091 -4.7851 -16.9629 0.069
H 9.7175 -5.8054 -18.1869 0.085
H 10.7264 -4.7696 -17.1094 0.090
H 9.1521 -7.4127 -14.4760 0.080
H 8.1200 -6.1222 -15.0832 0.073
H 9.5580 -5.6855 -14.2103 0.081
```

Computed properties:
Charge: +1
HOMO level: -8.8 eV


Arrangement Q

Here is a structure of composition C13H25O7Rb2 from OMol25. Energies are from ωB97M-V/def2-TZVPD.

XYZ file:
```
47
Properties=species:S:1:pos:R:3:lowdin_charge:R:1
Rb -5.2200 5.8963 2.2018 0.950
Rb -0.8776 4.4247 6.5211 0.952
O -1.3849 0.9741 0.8278 0.091
C -2.2122 1.8537 1.3820 -0.905
O -1.9616 2.4130 2.4768 -0.109
O -3.2678 2.1325 0.7586 -0.093
H -2.0512 0.8465 0.1486 0.089
C -3.6459 -3.3001 2.0212 -0.030
C -4.6121 -2.8731 0.9114 -0.425
O -4.4130 -3.3732 -0.2390 0.010
C -5.8345 -2.0727 1.3065 -0.032
H -2.8373 -2.5708 1.9713 0.081
H -3.1966 -4.2931 2.0378 0.084
H -4.1506 -3.0999 2.9663 0.066
H -6.4251 -1.7329 0.4557 0.080
H -5.5348 -1.1586 1.8192 0.081
H -6.5034 -2.6802 1.9161 0.087
C 0.2375 -1.6656 -6.5883 -0.041
C -0.0825 -0.9411 -5.3161 -0.442
O -0.5882 0.2079 -5.2682 0.031
C -0.2191 -1.9116 -4.1367 -0.037
H -0.3504 -2.5765 -6.7003 0.088
H 1.2995 -1.8252 -6.7750 0.086
H -0.0433 -0.9862 -7.3931 0.080
H -0.9490 -2.7141 -4.2440 0.085
H -0.5027 -1.3690 -3.2349 0.073
H 0.7787 -2.3034 -3.9390 0.078
C 4.2132 6.5476 1.9940 -0.014
C 3.2380 5.3378 2.0188 -0.470
O 3.0784 4.7443 3.0472 0.046
C 2.3871 5.0299 0.7404 -0.006
H 4.4088 6.7243 0.9364 0.067
H 5.1330 6.3525 2.5453 0.083
H 3.6507 7.3751 2.4265 0.080
H 1.5172 5.6395 0.9850 0.080
H 2.1499 3.9991 0.4774 0.086
H 2.8612 5.4162 -0.1619 0.067
C 3.1813 -4.2874 0.1290 -0.028
C 3.5960 -2.8749 0.5655 -0.471
O 4.5054 -2.2837 0.0071 0.055
C 2.9532 -2.3325 1.8258 -0.031
H 3.1564 -4.5180 -0.9361 0.078
H 2.1768 -4.5918 0.4229 0.071
H 3.9046 -4.9756 0.5665 0.085
H 1.8758 -2.2563 1.6798 0.082
H 3.3054 -1.3687 2.1935 0.078
H 3.2558 -2.9793 2.6494 0.084
```

Computed properties:
Charge: +1
HOMO level: -9.1 eV


Which structure wins on stability? arrangement P wins.